Here is C3H8Cl2N as an isolated structure at a distorted geometry from OMol25. Energies are from ωB97M-V with the def2-TZVPD basis set.

```
14
C3H8Cl2N, DFT ωB97M-V with the def2-TZVPD basis set
C 0.04043 -0.98574 1.80901
C -0.31746 0.41273 -0.66544
C 0.86235 -0.55000 0.65336
N 0.41509 1.47779 -1.26923
Cl 1.73118 -1.83038 -0.07110
Cl 1.99102 0.77971 1.14738
H 0.62994 -1.43529 2.67272
H -0.44722 -0.02151 2.29493
H -0.67856 -1.68439 1.50626
H -0.37951 -0.49567 -1.26303
H -1.19661 0.65747 -0.13078
H 0.04064 2.41086 -1.52897
H 1.02996 1.30357 -2.07779
H 1.09288 1.88116 -0.62649
```

Properties
HOMO ... -14.63 eV
Energy above the lowest of the compared OMol25 structures with the same formula, charge and spin ... 31.5 kcal/mol
Total charge ... +1

Electronic structure analysis, Mulliken charges in units of e: number 1, C, carries -1.21; number 2, C, carries -0.75; number 3, C, carries 0.60; number 4, N, carries -0.25; number 5, Cl, carries -0.08; number 6, Cl, carries -0.19; number 7, H, carries 0.37; number 8, H, carries 0.32; number 9, H, carries 0.36; number 10, H, carries 0.39; number 11, H, carries 0.39; number 12, H, carries 0.39; number 13, H, carries 0.40; number 14, H, carries 0.27

Here is a 2-piece molecular cluster, CH2NO2P overall at a distorted geometry from OMol25. Energies are from ωB97M-V with the def2-TZVPD basis set.

```
7
CH2NO2P, DFT ωB97M-V with the def2-TZVPD basis set
C -0.00445 0.70765 -0.08628
N -0.15781 1.63676 0.59685
O 3.29369 0.98504 -0.04536
O 1.92425 -0.97785 0.86413
P 2.33747 -0.08228 -0.46812
H 1.28597 -1.63719 0.75525
H -0.38727 2.26984 1.34590
```

Properties
HOMO ... -9.71 eV
Energy above the lowest of the compared OMol25 structures with the same formula, charge and spin ... 23.4 kcal/mol
Total charge ... 0

Electronic structure analysis, Mulliken charges in units of e: number 1, C, carries -0.08; number 2, N, carries -0.14; number 3, O, carries -0.45; number 4, O, carries -0.44; number 5, P, carries 0.47; number 6, H, carries 0.34; number 7, H, carries 0.30

Here is a 12-piece molecular cluster, C36H102N6O12 overall at a distorted geometry from OMol25. Energies are from ωB97M-V with the def2-TZVPD basis set.

```
156
C36H102N6O12, DFT ωB97M-V with the def2-TZVPD basis set
C -2.68822 0.70828 -20.98916
C -1.70227 0.85759 -19.84370
O -0.55743 0.04916 -20.05611
H -3.07064 -0.32158 -21.03925
H -2.25449 0.97298 -21.94824
H -3.61158 1.26679 -20.79475
H -2.10748 0.67607 -18.84428
H -1.33618 1.88396 -19.90881
H -0.80176 -0.87959 -20.20052
C -5.23158 0.22377 -16.98430
C -5.08906 -0.28281 -18.38951
O -5.02683 -1.71440 -18.29426
H -5.32257 1.31049 -16.97439
H -4.33943 -0.02246 -16.40344
H -6.09210 -0.23813 -16.50422
H -4.13665 -0.00032 -18.84145
H -5.91089 0.04706 -19.03900
H -4.96910 -2.09917 -19.19489
C -2.22627 3.38183 -17.01548
C -1.73287 4.34763 -18.07305
O -2.58443 5.47254 -18.14928
H -2.19036 3.87061 -16.03518
H -1.59456 2.49961 -16.95593
H -3.28618 3.15438 -17.14869
H -1.68634 3.80942 -19.02641
H -0.69630 4.61073 -17.83012
H -2.63524 5.77153 -19.05971
C -9.33951 0.48942 -20.87983
C -10.65497 -0.04508 -20.31442
O -11.72646 0.10364 -21.23306
H -9.49052 1.43109 -21.41605
H -8.88688 -0.22355 -21.56950
H -8.60939 0.71165 -20.09389
H -10.89838 0.43823 -19.36559
H -10.53630 -1.11216 -20.12637
H -11.99916 1.02543 -21.22450
C -6.53826 -4.78794 -15.24983
C -6.90003 -3.34889 -15.47002
O -7.11442 -3.08563 -16.85409
H -5.64718 -5.04317 -15.83611
H -7.30196 -5.49084 -15.57847
H -6.23471 -4.99875 -14.21955
H -6.12748 -2.66207 -15.10247
H -7.82210 -3.04971 -14.96659
H -6.33579 -2.69634 -17.27749
C -7.23924 -0.26446 -13.66741
C -7.31561 1.09500 -12.98387
O -6.10614 1.78655 -13.29116
H -6.28039 -0.72706 -13.41374
H -7.20560 -0.14167 -14.74938
H -8.04912 -0.90963 -13.33477
H -7.47241 0.97230 -11.90821
H -8.19267 1.62909 -13.37442
H -6.01306 2.50991 -12.66603
C -7.86058 6.48917 -19.75685
C -6.71304 5.90702 -18.97308
C -5.98038 4.80161 -19.69075
O -6.89720 3.77543 -20.02936
C -6.29273 2.83885 -20.87826
N -5.82274 6.96393 -18.46782
H -8.30291 7.27137 -19.13732
H -8.61723 5.73525 -19.95951
H -7.53325 6.98434 -20.67449
H -7.12862 5.44163 -18.06908
H -5.14698 4.39753 -19.09883
H -5.54874 5.20950 -20.62451
H -7.01032 2.06388 -21.15018
H -5.46820 2.30989 -20.37680
H -5.91525 3.30704 -21.79506
H -5.17787 7.25658 -19.20248
H -5.19904 6.53251 -17.78612
C -12.28467 1.07737 -15.25256
C -11.27902 2.13063 -15.67893
C -10.11009 1.56147 -16.42920
O -9.17721 2.59910 -16.62756
C -7.90324 2.14758 -17.05660
N -11.95888 3.11697 -16.56606
H -11.87071 0.41193 -14.48962
H -12.62306 0.48928 -16.10558
H -13.15065 1.55167 -14.78712
H -10.89851 2.66288 -14.79721
H -10.45894 1.19372 -17.40186
H -9.67142 0.74604 -15.83723
H -7.32842 1.85350 -16.17326
H -7.44412 3.02160 -17.51691
H -7.89833 1.32098 -17.77457
H -11.21167 3.73214 -16.88743
H -12.52594 3.71785 -15.97357
C -7.59126 -2.68019 -20.24231
C -6.50538 -2.82730 -21.28882
C -6.30464 -1.55044 -22.08159
O -7.40521 -1.40224 -22.92728
C -7.31116 -0.28270 -23.78880
N -5.23396 -3.22958 -20.62117
H -7.40466 -1.79248 -19.63042
H -7.77154 -3.54835 -19.61187
H -8.53569 -2.44615 -20.74277
H -6.80438 -3.57809 -22.03054
H -5.35250 -1.61357 -22.63423
H -6.20648 -0.69366 -21.39025
H -8.13081 -0.36518 -24.49592
H -6.36830 -0.33047 -24.34698
H -7.35141 0.65049 -23.22022
H -4.58705 -3.56114 -21.33455
H -5.48156 -4.09069 -20.13307
C -0.29132 -0.46294 -16.37251
C -0.29388 -0.69435 -14.85020
C -1.66104 -0.38796 -14.28625
O -1.92880 0.98837 -14.54026
C -3.08504 1.44571 -13.85941
N 0.08743 -2.08528 -14.54744
H -0.63131 0.52572 -16.67751
H -0.92907 -1.21221 -16.85107
H 0.72640 -0.60672 -16.74627
H 0.41181 0.00441 -14.39588
H -1.69924 -0.58893 -13.20813
H -2.44562 -0.97447 -14.79119
H -3.94964 0.79276 -13.98842
H -3.28706 2.42853 -14.28041
H -2.88210 1.52343 -12.78298
H 0.99746 -2.20510 -14.98362
H -0.55724 -2.68280 -15.06169
C 0.13245 -3.46762 -18.58254
C -0.57083 -3.81806 -19.87243
C -1.23494 -5.19123 -19.78962
O -0.41880 -6.23717 -19.31756
C 0.62206 -6.57928 -20.21228
N -1.55741 -2.78533 -20.21033
H 1.00100 -4.08783 -18.35732
H -0.49033 -3.53981 -17.68480
H 0.48050 -2.43160 -18.62481
H 0.19666 -3.79080 -20.65184
H -1.72132 -5.46940 -20.74208
H -2.06081 -5.12484 -19.07323
H 1.29546 -5.74108 -20.40876
H 0.20343 -6.93716 -21.16271
H 1.18983 -7.39794 -19.77679
H -2.20514 -2.68262 -19.43119
H -2.09276 -3.09654 -21.01388
C -2.80011 -5.27538 -13.56665
C -2.17478 -5.96483 -14.77105
C -1.29310 -5.03576 -15.59075
O -1.89350 -3.78928 -15.90629
C -3.09429 -3.90235 -16.64391
N -1.47392 -7.19215 -14.35940
H -3.38955 -5.99603 -13.00111
H -3.33779 -4.37972 -13.86123
H -2.00220 -4.98705 -12.86790
H -2.99418 -6.32014 -15.40876
H -0.99136 -5.53560 -16.52548
H -0.37124 -4.86027 -15.02723
H -3.96324 -3.56256 -16.07664
H -3.22239 -4.87630 -17.10975
H -3.00526 -3.12989 -17.41869
H -0.98500 -7.55070 -15.17762
H -0.73413 -6.94826 -13.70304
```

Properties
HOMO ... -9.03 eV
Energy above the lowest of the compared OMol25 structures with the same formula, charge and spin ... 0.0 kcal/mol
SMILES ... COC[C@H](C)N.COC[C@H](C)N.COC[C@H](C)N.COC[C@H](C)N.COC[C@H](C)N.COC[C@H](C)N.CCO.CCO.CCO.CCO.CCO.CCO
Total charge ... 0

Atom charges from the Mulliken analysis, given in e for atoms 1 to 99: number 1, C, carries -0.32; number 2, C, carries 0.66; number 3, O, carries -0.65; number 4, H, carries 0.02; number 5, H, carries 0.50; number 6, H, carries -0.22; number 7, H, carries -0.21; number 8, H, carries -0.02; number 9, H, carries 0.37; number 10, C, carries -0.50; number 11, C, carries 2.21; number 12, O, carries 0.62; number 13, H, carries 0.20; number 14, H, carries -0.28; number 15, H, carries -0.02; number 16, H, carries -1.08; number 17, H, carries -0.47; number 18, H, carries -0.55; number 19, C, carries -0.12; number 20, C, carries -0.50; number 21, O, carries -0.52; number 22, H, carries 0.45; number 23, H, carries -0.14; number 24, H, carries -0.06; number 25, H, carries 0.24; number 26, H, carries 0.36; number 27, H, carries 0.33; number 28, C, carries 0.23; number 29, C, carries -0.54; number 30, O, carries -0.58; number 31, H, carries 0.52; number 32, H, carries -0.12; number 33, H, carries -0.33; number 34, H, carries 0.15; number 35, H, carries 0.22; number 36, H, carries 0.35; number 37, C, carries -0.97; number 38, C, carries 0.13; number 39, O, carries -0.50; number 40, H, carries 0.07; number 41, H, carries 0.38; number 42, H, carries 0.36; number 43, H, carries -0.03; number 44, H, carries 0.35; number 45, H, carries 0.29; number 46, C, carries -0.47; number 47, C, carries -0.48; number 48, O, carries -0.39; number 49, H, carries 0.38; number 50, H, carries -0.28; number 51, H, carries 0.44; number 52, H, carries 0.49; number 53, H, carries 0.14; number 54, H, carries 0.22; number 55, C, carries -1.55; number 56, C, carries 0.78; number 57, C, carries -0.62; number 58, O, carries -0.22; number 59, C, carries -0.03; number 60, N, carries -0.73; number 61, H, carries 0.42; number 62, H, carries 0.29; number 63, H, carries 0.33; number 64, H, carries 0.03; number 65, H, carries 0.09; number 66, H, carries 0.53; number 67, H, carries -0.36; number 68, H, carries -0.06; number 69, H, carries 0.46; number 70, H, carries 0.28; number 71, H, carries 0.28; number 72, C, carries -1.47; number 73, C, carries 0.56; number 74, C, carries 1.01; number 75, O, carries -0.47; number 76, C, carries 0.25; number 77, N, carries -0.80; number 78, H, carries 0.36; number 79, H, carries 0.30; number 80, H, carries 0.39; number 81, H, carries 0.29; number 82, H, carries -0.95; number 83, H, carries 0.19; number 84, H, carries -0.02; number 85, H, carries -0.32; number 86, H, carries 0.25; number 87, H, carries 0.28; number 88, H, carries 0.27; number 89, C, carries -1.42; number 90, C, carries 0.09; number 91, C, carries -0.06; number 92, O, carries -0.45; number 93, C, carries -0.58; number 94, N, carries -0.77; number 95, H, carries 0.12; number 96, H, carries 0.38; number 97, H, carries 0.42; number 98, H, carries 0.49; number 99, H, carries 0.51

no.,calculated total energy (eV)
1,-29767.0476
2,-15942.5277
3,-72493.1613